No. 1
ORCA calculation (ωB97M-V with the def2-TZVPD basis set) on 2 unconnected molecules or ions with the total composition C4H11NO2 at a distorted geometry.

Results
Frontier orbital gap, eV: 6.44
Spin multiplicity: 1
Relative energy (zero: lowest compared OMol25 entry of this formula, charge and spin), kJ/mol: 338.9
Net charge: 0
HOMO level, eV: -7.15
LUMO level, eV: -0.72
E_tot, hartree: -364.1391
Molar mass, g mol⁻¹: 105.137

Structure (XYZ):
```
18
C4H11NO2, DFT ωB97M-V with the def2-TZVPD basis set
O -2.227 -0.142 2.420
C -1.344 -0.740 1.762
O -0.972 -1.933 1.704
C -0.594 0.197 0.704
H -0.087 -0.587 0.110
H -1.300 0.868 0.122
H 0.140 0.857 1.212
C 0.284 0.317 -2.280
N 1.270 0.979 -1.387
C 2.713 0.773 -1.827
H -0.714 0.432 -1.879
H 0.298 0.793 -3.227
H 0.556 -0.745 -2.199
H 1.136 0.568 -0.447
H 1.135 1.972 -1.325
H 2.924 -0.267 -1.930
H 3.416 1.254 -1.157
H 2.850 1.328 -2.713
```

How positive or negative is each atom? The Löwdin charges in e answer that: O -0.075; C -0.762; O -0.078; C -0.080; H 0.044; H 0.083; H 0.069; C -0.014; N -0.049; C 0.020; H 0.082; H 0.091; H 0.122; H 0.101; H 0.165; H 0.097; H 0.102; H 0.082

---

No. 2
ORCA calculation (ωB97M-V with the def2-TZVPD basis set) on a single C4H4N2 molecule at a distorted geometry.

Results
Frontier orbital gap, eV: 9.51
Spin multiplicity: 1
Relative energy (zero: lowest compared OMol25 entry of this formula, charge and spin), kJ/mol: 375.2
Net charge: 0
HOMO level, eV: -9.40
LUMO level, eV: 0.12
Structure (SMILES): c1ccnnc1
E_tot, hartree: -264.1835
Molar mass, g mol⁻¹: 80.090

Structure (XYZ):
```
10
C4H4N2, DFT ωB97M-V with the def2-TZVPD basis set
C 0.162 -0.021 1.166
C 0.591 -0.895 0.180
C 0.307 -0.590 -1.157
N -0.685 0.239 -1.474
N -0.912 1.181 -0.571
C -0.324 1.189 0.620
H 0.148 -0.207 2.240
H 0.169 -1.888 -0.260
H 0.872 -1.112 -1.929
H -0.341 2.154 1.122
```

How positive or negative is each atom? The Löwdin charges in e answer that: C -0.070; C -0.089; C -0.213; N 0.024; N 0.017; C -0.150; H 0.101; H 0.157; H 0.114; H 0.106

---

No. 3
ORCA calculation (ωB97M-V with the def2-TZVPD basis set) on 2 unconnected molecules or ions with the total composition CH3ClN2O2 at a distorted geometry.

Results
Frontier orbital gap (spin up / spin down), eV: 9.05 / 6.87
Spin multiplicity: 1
Relative energy (zero: lowest compared OMol25 entry of this formula, charge and spin), kJ/mol: 537.4
Net charge: 0
HOMO level (spin up / spin down), eV: -9.57 / -8.66
LUMO level (spin up / spin down), eV: -0.52 / -1.79
E_tot, hartree: -759.8068
Molar mass, g mol⁻¹: 110.500

Structure (XYZ):
```
9
CH3ClN2O2, DFT ωB97M-V with the def2-TZVPD basis set
C -0.379 1.213 -1.072
N 0.636 -1.207 0.827
N -0.188 -0.238 1.034
O 1.129 -1.949 1.770
O -1.025 0.019 1.860
Cl -0.273 0.025 -2.293
H -1.305 1.497 -0.873
H 0.441 1.796 -1.060
H 0.965 -1.157 -0.193
```

How positive or negative is each atom? The Löwdin charges in e answer that: C -0.419; N -0.138; N -0.123; O -0.069; O 0.075; Cl 0.570; H -0.034; H -0.023; H 0.161

---

No. 4
ORCA calculation (ωB97M-V with the def2-TZVPD basis set) on 2 unconnected molecules or ions with the total composition C10H16O at a distorted geometry.

Results
Frontier orbital gap (spin up / spin down), eV: 8.41 / 4.57
Spin multiplicity: 2
Relative energy (zero: lowest compared OMol25 entry of this formula, charge and spin), kJ/mol: 163.3
Net charge: +1
HOMO level (spin up / spin down), eV: -12.88 / -12.87
LUMO level (spin up / spin down), eV: -4.46 / -8.30
E_tot, hartree: -465.5216
Molar mass, g mol⁻¹: 152.237

Structure (XYZ):
```
27
C10H16O, DFT ωB97M-V with the def2-TZVPD basis set
C 0.030 -2.733 1.221
C 1.940 -1.162 -1.640
C 0.999 -1.240 -2.704
C 1.627 -1.538 -0.366
C 0.361 -2.143 -0.100
C -0.278 -1.836 -2.439
C -0.529 -2.261 -1.174
H 2.896 -0.711 -1.833
H 1.267 -0.662 -3.578
H 2.388 -1.329 0.380
H -1.068 -1.721 -3.169
H 0.919 -2.706 1.866
H -0.238 -3.785 1.007
H -1.472 -2.714 -0.862
H -0.726 -2.233 1.852
C -0.677 2.130 1.203
C -1.024 3.483 1.762
C -1.017 1.748 -0.244
O 0.810 2.204 1.125
H -0.888 1.283 1.899
H -2.105 3.686 1.630
H -0.164 1.898 -0.901
H -1.161 0.676 -0.246
H -1.862 2.261 -0.716
H 1.158 1.665 1.839
H -0.388 4.276 1.362
H -0.797 3.464 2.829
```

How positive or negative is each atom? The Löwdin charges in e answer that: C 0.006; C -0.004; C 0.086; C 0.031; C -0.176; C 0.015; C -0.007; H 0.127; H 0.137; H 0.139; H 0.133; H 0.099; H 0.124; H 0.144; H 0.122; C -0.428; C -0.060; C -0.049; O -0.107; H 0.135; H 0.091; H 0.071; H 0.044; H 0.085; H 0.069; H 0.091; H 0.081

---

No. 5
ORCA calculation (ωB97M-V with the def2-TZVPD basis set) on 3 unconnected molecules or ions with the total composition C34H57BN3O10S at a distorted geometry.

Results
Frontier orbital gap, eV: 6.32
Spin multiplicity: 1
Net charge: +1
HOMO level, eV: -11.01
LUMO level, eV: -4.69
E_tot, hartree: -2668.7561
Molar mass, g mol⁻¹: 710.720

Structure (XYZ):
```
106
C34H57BN3O10S, DFT ωB97M-V with the def2-TZVPD basis set
C 1.343 0.972 3.786
C 0.179 1.524 3.185
C -0.558 0.942 1.895
C -1.071 -0.525 1.909
O -0.866 -1.342 3.047
B -2.001 -1.337 3.940
O -2.135 -2.391 4.934
O -3.036 -0.330 3.909
C -1.796 -1.008 0.594
C -2.274 -2.545 0.612
O -3.456 -2.923 0.475
O -1.219 -3.498 0.776
C -1.440 -4.350 1.939
C -0.085 -4.546 2.817
C 1.187 -4.744 1.817
C 1.003 -6.061 0.915
C 0.511 -5.773 -0.585
O 1.109 -4.590 -1.186
C 0.258 -4.160 -2.287
C -2.009 -0.058 -0.647
C -2.742 -0.620 -1.948
C -3.985 0.263 -2.465
C -3.793 0.910 -3.923
S -3.233 -0.287 -5.232
C -1.435 1.389 -0.485
C -1.591 2.470 -1.660
C -0.553 2.096 -2.857
N -0.735 1.817 0.729
O -0.226 3.065 0.871
C 1.111 3.138 0.338
O 1.504 4.275 -0.027
C 2.136 1.930 0.225
C 1.967 0.656 -0.638
C 3.046 -0.488 -0.696
C 4.363 -0.378 0.154
C 4.538 0.924 1.000
C 3.467 2.073 1.049
H 2.275 0.600 3.246
H 1.364 0.960 4.942
H -0.266 2.507 3.628
H -3.073 -2.350 5.251
H -3.897 -0.819 3.862
H -1.799 -5.383 1.606
H -2.240 -3.914 2.639
H 0.089 -3.654 3.531
H -0.138 -5.481 3.488
H 1.276 -3.769 1.208
H 2.131 -4.826 2.470
H 1.982 -6.659 0.936
H 0.207 -6.712 1.445
H 0.839 -6.669 -1.240
H -0.636 -5.761 -0.623
H -0.856 -4.111 -2.009
H 0.562 -3.134 -2.704
H 0.352 -4.975 -3.106
H -1.929 -0.781 -2.755
H -3.161 -1.679 -1.743
H -4.955 -0.366 -2.504
H -4.176 1.084 -1.693
H -4.833 1.296 -4.253
H -3.092 1.809 -3.965
H -1.831 -0.274 -5.112
H -2.678 2.560 -2.026
H -1.296 3.538 -1.331
H 0.501 2.276 -2.416
H -0.675 2.913 -3.668
H -0.689 1.040 -3.264
H 1.037 0.504 -1.278
H 2.868 -1.414 -1.351
H 5.113 -1.235 0.114
H 5.505 1.019 1.618
H 3.686 2.994 1.694
C -4.194 6.194 4.609
C -2.764 5.952 4.134
C -2.410 4.457 3.977
O -2.172 3.777 5.206
C -3.349 3.374 5.889
N -1.838 6.633 5.047
H -4.319 6.011 5.677
H -4.478 7.235 4.430
H -4.901 5.557 4.068
H -2.669 6.412 3.146
H -1.467 4.393 3.420
H -3.160 3.927 3.377
H -4.148 3.085 5.200
H -3.689 4.172 6.552
H -3.102 2.514 6.513
H -0.894 6.560 4.670
H -1.798 6.083 5.906
C 5.797 -0.051 -6.061
C 5.461 -0.964 -4.884
C 4.351 -1.991 -5.196
O 3.033 -1.449 -5.214
C 2.688 -0.790 -6.423
N 5.117 -0.135 -3.722
H 5.054 0.735 -6.208
H 6.756 0.446 -5.890
H 5.878 -0.622 -6.990
H 6.367 -1.529 -4.645
H 4.348 -2.734 -4.390
H 4.559 -2.540 -6.121
H 3.142 -1.266 -7.297
H 2.973 0.262 -6.371
H 1.602 -0.830 -6.532
H 4.998 -0.742 -2.913
H 4.181 0.240 -3.883
```

Atomic partial charges in e from the Löwdin method, atoms 1 to 99: C 0.066; C -0.065; C 0.042; C -0.034; O 0.113; B -0.606; O 0.121; O 0.120; C 0.142; C -0.323; O 0.115; O -0.066; C -0.151; C -0.147; C -0.190; C -0.155; C -0.229; O -0.238; C -0.118; C 0.009; C -0.149; C -0.235; C -0.552; S 0.669; C -0.003; C -0.139; C -0.082; N -0.025; O 0.026; C -0.293; O 0.117; C -0.086; C -0.013; C -0.034; C -0.034; C -0.043; C 0.002; H 0.077; H 0.100; H 0.121; H 0.122; H 0.130; H 0.133; H 0.125; H 0.105; H 0.126; H 0.106; H 0.114; H 0.116; H 0.117; H 0.134; H 0.115; H 0.084; H 0.091; H 0.107; H 0.096; H 0.125; H 0.129; H 0.107; H 0.095; H 0.052; H -0.133; H 0.104; H 0.131; H 0.076; H 0.107; H 0.064; H 0.070; H 0.098; H 0.102; H 0.102; H 0.117; C -0.070; C -0.427; C -0.214; O -0.205; C -0.099; N 0.043; H 0.066; H 0.081; H 0.078; H 0.135; H 0.099; H 0.118; H 0.091; H 0.078; H 0.088; H 0.073; H 0.073; C -0.071; C -0.426; C -0.201; O -0.207; C -0.106; N 0.043; H 0.064; H 0.080; H 0.081; H 0.136

---

No. 6
ORCA calculation (ωB97M-V with the def2-TZVPD basis set) on 2 unconnected molecules or ions with the total composition C4H9O3 at a distorted geometry.

Results
Frontier orbital gap (spin up / spin down), eV: 10.10 / 5.93
Spin multiplicity: 2
Relative energy (zero: lowest compared OMol25 entry of this formula, charge and spin), kJ/mol: 31.4
Net charge: 0
HOMO level (spin up / spin down), eV: -9.53 / -9.53
LUMO level (spin up / spin down), eV: 0.57 / -3.60
E_tot, hartree: -383.4406
Molar mass, g mol⁻¹: 105.113

Structure (XYZ):
```
16
C4H9O3, DFT ωB97M-V with the def2-TZVPD basis set
C -1.630 -0.138 -0.928
C -2.386 -1.188 -1.726
O -1.822 -0.236 0.488
H -0.552 -0.225 -1.117
H -1.982 0.850 -1.220
H -1.824 -2.119 -1.801
H -1.051 0.223 0.919
H -2.518 -0.801 -2.720
H -3.415 -1.381 -1.388
C 2.070 -0.862 0.680
C 1.575 0.586 0.620
O 0.458 1.014 0.904
O 2.562 1.370 0.495
H 3.114 -0.862 0.359
H 1.381 -1.494 0.115
H 2.116 -1.231 1.703
```

How positive or negative is each atom? The Löwdin charges in e answer that: C -0.330; C -0.088; O -0.117; H 0.092; H 0.107; H 0.067; H 0.043; H 0.059; H 0.081; C 0.043; C -0.597; O 0.075; O 0.282; H 0.087; H 0.096; H 0.099